Entry from the Open Molecules 2025 dataset: an isolated ion of composition CH3O2S and charge -1 in a non-equilibrium geometry (ωB97M-V with the def2-TZVPD basis set).

## Properties
Molecular weight = 79.10 g/mol
Energy relative to the best compared isomer or geometry (same formula, charge and spin) = 1.793 eV
Frontier orbital gap = 7.14 eV
HOMO energy = -2.8 eV
Multiplicity = 1
Total charge = -1

Structure (XYZ):
```
7
Properties=species:S:1:pos:R:3:forces:R:3
C 0.186 -0.812 -0.035 -1.2 2.6 -2.2
O -1.492 1.341 0.009 2.0 -0.5 -0.7
O 0.970 1.658 0.403 0.8 0.6 0.8
S -0.049 1.094 -0.492 -2.3 -1.1 0.0
H -0.650 -0.907 0.532 -2.1 -0.2 2.6
H 1.095 -0.921 0.411 2.4 -0.4 1.2
H -0.059 -1.452 -0.828 0.4 -0.9 -1.7
```
Forces are in eV/Å.